Entry P
Computed, not measured: a single C3H6N2O3 molecule, with ωB97M-V with the def2-TZVPD basis set.

Each line ends with the natural charge from an NBO analysis.
Atoms and positions in Å:
N  -2.7592  0.1626  -0.1500  -0.810
C  -1.4644  0.2864  0.0222  0.632
O  -1.0651  1.4062  0.4358  -0.615
C  -0.7489  -1.0322  0.1874  -0.309
N  0.7398  -0.9330  0.5795  -0.648
C  1.6591  -0.1880  -0.1182  0.881
O  2.7517  -0.0511  0.3557  -0.658
O  1.2033  0.4076  -1.1972  -0.682
H  -3.2727  -0.6330  -0.4992  0.391
H  -3.3898  0.9678  0.0949  0.417
H  -0.8427  -1.6338  -0.7975  0.217
H  -1.3377  -1.5147  0.9969  0.239
H  1.1412  -1.3861  1.4142  0.424
H  2.0434  1.0950  -1.5188  0.521

The gap between HOMO and LUMO comes out at 10.227 eV. The SMILES is NC(=O)CNC(=O)O. Its HOMO energy is -0.3567 Eh. The value obtained for the LUMO energy is 0.521 eV.


Entry Q
Computed, not measured: 2 unconnected molecules or ions with the total composition C3H6N2O3, with ωB97M-V with the def2-TZVPD basis set.

Each line ends with the natural charge from an NBO analysis.
Atoms and positions in Å:
C  -0.2515  0.3853  -1.3582  -0.687
C  -0.4646  0.0844  1.1584  -0.638
C  -0.5571  -0.5218  -0.2239  0.134
N  1.1338  -1.6993  0.2370  0.301
N  -1.3475  -1.5965  -0.4741  0.443
O  -1.7629  -1.7861  -1.6267  -0.424
O  1.0463  -2.7401  -0.2253  -0.133
O  -1.6215  -2.3545  0.4442  -0.412
H  -0.4592  1.4102  -1.0081  0.225
H  0.7694  0.3443  -1.6313  0.226
H  -0.8169  -0.0921  -2.2527  0.283
H  -1.1614  -0.2348  1.8777  0.246
H  0.5690  0.0441  1.4881  0.225
H  -0.7005  1.1262  0.9925  0.211

The gap between HOMO and LUMO (alpha / beta) comes out at 7.892 / 7.896 eV. Its HOMO energy (alpha / beta) is -0.3290 / -0.3289 Eh. The value obtained for the LUMO energy (alpha / beta) is -1.059 / -1.055 eV.


Entry R
Computed, not measured: a molecular structure, C3H6N2O3, with ωB97M-V with the def2-TZVPD basis set.

Each line ends with the natural charge from an NBO analysis.
Atoms and positions in Å:
C  -2.8585  -0.0779  0.0848  -0.316
C  0.3533  0.6051  0.0471  0.583
C  1.7539  0.6702  0.1511  -0.071
H  -3.6113  -1.4257  0.3696  0.157
H  -2.6456  0.4780  1.2317  0.234
H  -3.6039  0.4979  -0.9035  0.254
H  -0.1666  -1.5822  -0.2333  0.424
H  2.3874  1.3083  0.8642  0.226
H  4.1752  -0.8092  -0.6643  0.485
N  -0.3242  -0.6641  0.2804  -0.365
N  2.4410  -0.3089  -0.3600  -0.090
O  -1.4346  -0.2493  -0.5684  -0.452
O  -0.2708  1.6784  -0.2818  -0.511
O  3.8046  -0.1207  -0.0174  -0.557

The gap between HOMO and LUMO comes out at 9.804 eV. Its HOMO energy is -0.3593 Eh. The value obtained for the LUMO energy is 0.026 eV.


Sorted by energy, starting with the most stable: entry P, entry Q, entry R.


Entry P
Computed, not measured: 2 unconnected molecules or ions with the total composition C3H6N2O3, with ωB97M-V with the def2-TZVPD basis set.

Each line ends with the natural charge from an NBO analysis.
Atoms and positions in Å:
C  0.8081  0.4255  0.0960  0.350
C  -0.2251  -0.4997  -0.1757  -0.643
C  -1.4973  -0.3032  0.3335  0.788
H  -0.4733  1.9862  -0.0449  0.410
H  1.1676  2.4211  -0.2464  0.394
H  -0.1005  -0.7447  -1.3898  0.304
H  0.0321  -1.6092  0.1045  0.318
H  -3.3418  -0.6478  0.2170  0.491
H  3.3975  -0.9860  -0.1110  0.520
N  0.4515  1.6683  -0.3493  -0.806
N  2.0590  0.0103  0.2898  -0.260
O  -2.6314  -1.0462  -0.3147  -0.698
O  -1.8035  0.6832  1.0889  -0.611
O  2.1573  -1.3579  0.5021  -0.558

The gap between HOMO and LUMO comes out at 8.364 eV. Its HOMO energy is -0.3163 Eh. The value obtained for the LUMO energy is -0.243 eV.


Entry Q
Computed, not measured: 2 unconnected molecules or ions with the total composition C3H6N2O3, with ωB97M-V with the def2-TZVPD basis set.

Each line ends with the natural charge from an NBO analysis.
Atoms and positions in Å:
O  2.6184  0.5667  -0.4265  -0.391
C  1.7512  -0.2149  0.0306  0.559
N  1.9991  -1.6142  0.1637  -0.826
C  0.2964  0.3100  0.1005  -0.169
N  1.0221  0.1896  1.4019  -0.360
C  -2.9752  0.3046  -0.4422  0.604
O  -2.4458  -0.5821  -1.1593  -0.678
O  -2.3623  1.1105  0.2658  -0.641
H  2.5913  -1.6217  1.0792  0.398
H  2.5498  -2.0614  -0.5476  0.396
H  -0.4029  -0.4874  -0.0636  0.331
H  -0.0783  1.3016  -0.1967  0.288
H  1.2897  1.0315  1.7445  0.366
H  -4.0142  0.6508  -0.5481  0.123

The gap between HOMO and LUMO comes out at 4.523 eV. Its HOMO energy is -0.3350 Eh. The value obtained for the LUMO energy is -4.593 eV.


Entry R
Computed, not measured: a molecular structure, C3H6N2O3, with ωB97M-V with the def2-TZVPD basis set.

Each line ends with the natural charge from an NBO analysis.
Atoms and positions in Å:
C  0.3753  -0.1185  -1.0654  0.411
C  0.5857  0.9454  0.1320  -0.183
C  0.7444  0.1414  2.2248  0.649
H  -2.3375  -1.8953  -1.3911  0.467
H  -1.1630  -0.5560  0.3799  0.374
H  0.2632  -0.6385  -2.8088  0.372
H  1.3270  1.7859  -0.1843  0.225
H  -0.6907  1.4864  0.3627  0.267
H  1.6201  0.0306  3.0848  0.130
N  -0.7975  -0.8417  -0.5767  -0.406
N  0.8848  -0.2309  -2.1465  -0.645
O  -1.7951  -0.8433  -1.5972  -0.565
O  1.4401  0.3326  1.1442  -0.479
O  -0.4569  0.4020  2.4418  -0.616

The gap between HOMO and LUMO comes out at 9.628 eV. Its HOMO energy is -0.3411 Eh. The value obtained for the LUMO energy is 0.347 eV.


Entry S
Computed, not measured: a single C3H6N2O3 molecule, with ωB97M-V with the def2-TZVPD basis set.

Each line ends with the natural charge from an NBO analysis.
Atoms and positions in Å:
C  1.1339  -2.2795  0.0802  -0.260
O  0.9013  -0.8808  0.1838  -0.493
C  -0.4352  -0.5018  0.4277  0.747
O  -1.3412  -1.2407  0.7033  -0.560
C  -0.5560  0.8636  -0.0902  0.214
N  -1.6511  1.5723  0.2956  -0.806
N  0.5530  1.3120  -0.6244  -0.132
O  0.6324  2.7062  -0.6376  -0.576
H  2.2029  -2.4151  -0.0677  0.198
H  0.5626  -2.6980  -0.7516  0.184
H  0.8254  -2.7699  1.0066  0.189
H  -2.3827  1.0793  0.7814  0.409
H  -1.9308  2.3691  -0.2508  0.405
H  1.4855  2.8834  -1.0564  0.481

The gap between HOMO and LUMO comes out at 9.318 eV. The SMILES is COC(=O)/C(N)=N/O. Its HOMO energy is -0.3229 Eh. The value obtained for the LUMO energy is 0.533 eV.


Sorted by energy, starting with the most stable: entry S, entry P, entry R, entry Q.


Entry P
Computed, not measured: a molecular structure, C3H6O3PS, with ωB97M-V with the def2-TZVPD basis set.

Each line ends with the natural charge from an NBO analysis.
Atoms and positions in Å:
C  1.7145  1.5063  0.2555  -0.502
C  1.6952  0.5072  -0.5309  -0.107
C  -0.4965  -0.6129  -0.6059  -0.829
O  -1.3414  1.4399  0.6904  -1.015
O  -2.6843  0.6175  -1.1720  -1.006
O  -2.4275  -0.7432  0.8369  -1.036
P  -0.5793  -2.1225  0.2836  0.400
S  -1.8441  0.3176  -0.0449  2.400
H  2.6129  2.1673  0.4413  0.177
H  0.7897  1.8255  0.7785  0.266
H  2.2296  -0.0389  -1.2102  0.168
H  -0.2460  -0.6589  -1.6163  0.219
H  0.9328  -2.3328  0.2306  -0.116
H  -0.3556  -1.8721  1.6635  -0.020

Its total charge is -1. The gap between HOMO and LUMO (alpha / beta) comes out at 7.961 / 7.863 eV. Its HOMO energy (alpha / beta) is -0.1597 / -0.1525 Eh. The value obtained for the LUMO energy (alpha / beta) is 3.614 / 3.712 eV.


Entry Q
Computed, not measured: a molecular structure, C3H6O3PS, with ωB97M-V with the def2-TZVPD basis set.

Each line ends with the natural charge from an NBO analysis.
Atoms and positions in Å:
C  -0.5053  0.1780  -1.8612  -0.520
C  -0.1218  0.6481  -0.7396  -0.115
C  1.0132  -1.0188  0.7468  -0.817
O  0.8667  -2.4414  -1.4272  -1.022
O  1.7890  -3.3426  0.6304  -1.006
O  -0.6016  -2.8594  0.4762  -1.036
P  0.1638  -1.1828  2.2978  0.390
S  0.7747  -2.5569  0.0132  2.396
H  -0.9480  0.5761  -2.7512  0.190
H  -0.1696  -0.8592  -2.2357  0.270
H  -0.3070  1.4651  -0.1352  0.164
H  1.9758  -0.5790  0.5673  0.231
H  0.2918  0.1725  2.7899  -0.097
H  -1.1421  -0.7759  2.2734  -0.028

Its total charge is -1. The gap between HOMO and LUMO (alpha / beta) comes out at 8.020 / 7.906 eV. Its HOMO energy (alpha / beta) is -0.1606 / -0.1534 Eh. The value obtained for the LUMO energy (alpha / beta) is 3.650 / 3.731 eV.


Sorted by energy, starting with the most stable: entry P, entry Q.